# 1
Formula: C42H119N7O21
Source: OMol25
Level of theory: the ωB97M-V functional and the def2-TZVPD basis

Properties
* charge: 0
* E_LUMO: 0.37 eV
* ΔE to the lowest compared entry with this formula, charge and spin: 215.62 kJ/mol
* Kohn-Sham gap: 0.3327 Eh

Structure (XYZ):
```
189
C42H119N7O21 (the ωB97M-V functional and the def2-TZVPD basis)
C -3.540 2.484 2.573
C -4.696 2.552 1.625
C -4.853 3.946 0.969
O -5.875 3.973 -0.143
C -6.080 5.237 -0.787
N -4.527 1.572 0.504
H -3.750 2.931 3.545
H -2.637 2.962 2.193
H -3.334 1.432 2.770
H -5.627 2.305 2.136
H -3.897 4.321 0.604
H -5.101 4.669 1.746
H -5.208 5.628 -1.310
H -6.498 5.956 -0.082
H -6.894 5.140 -1.505
H -4.711 2.078 -0.351
H -3.536 1.383 0.449
C 4.107 0.758 -6.995
C 4.950 -0.485 -6.726
C 4.562 -1.120 -5.411
O 4.799 -0.150 -4.416
C 3.993 -0.273 -3.223
N 4.773 -1.373 -7.878
H 3.019 0.691 -6.991
H 4.355 1.035 -8.020
H 4.509 1.487 -6.291
H 6.009 -0.237 -6.659
H 4.943 -2.131 -5.264
H 3.488 -1.304 -5.409
H 4.153 0.555 -2.532
H 4.265 -1.225 -2.768
H 2.932 -0.449 -3.404
H 3.801 -1.631 -7.970
H 5.284 -2.232 -7.733
C 3.930 3.809 0.059
C 4.520 2.378 0.209
C 5.724 2.126 -0.704
O 6.052 0.685 -0.557
C 7.160 0.351 -1.499
N 4.732 2.219 1.688
H 3.188 3.982 0.839
H 3.420 3.830 -0.904
H 4.682 4.568 -0.158
H 3.746 1.653 -0.043
H 6.510 2.836 -0.445
H 5.398 2.312 -1.727
H 6.853 0.150 -2.525
H 7.449 -0.653 -1.187
H 7.958 1.093 -1.500
H 5.078 1.295 1.904
H 5.486 2.809 2.010
C 2.008 2.411 -4.428
C 1.196 2.324 -3.138
C 0.826 3.652 -2.430
O 0.310 3.360 -1.125
C 0.143 4.541 -0.338
N -0.015 1.536 -3.338
H 3.052 2.699 -4.302
H 1.506 3.135 -5.070
H 1.891 1.421 -4.868
H 1.794 1.797 -2.394
H -0.012 4.066 -2.990
H 1.690 4.313 -2.357
H -0.362 5.328 -0.897
H 1.097 4.961 -0.020
H -0.391 4.217 0.555
H -0.579 1.607 -2.502
H -0.566 2.060 -4.003
C -2.269 -0.547 0.420
C -1.119 0.514 0.496
C 0.195 0.144 -0.233
O 0.678 -0.999 0.469
C 1.953 -1.346 -0.060
N -1.615 1.713 -0.037
H -1.823 -1.508 0.674
H -2.652 -0.663 -0.594
H -3.064 -0.370 1.144
H -0.866 0.610 1.552
H 0.959 0.917 -0.154
H -0.112 -0.098 -1.251
H 2.762 -0.653 0.170
H 2.007 -1.428 -1.145
H 2.250 -2.294 0.389
H -1.803 1.660 -1.027
H -0.892 2.418 -0.062
C 0.854 1.034 4.619
C 1.445 2.010 3.585
C 0.795 3.416 3.712
O -0.614 3.394 3.792
C -1.160 4.746 4.041
N 2.839 2.059 3.756
H 1.436 0.122 4.758
H -0.177 0.791 4.362
H 0.850 1.503 5.603
H 1.142 1.634 2.607
H 1.085 4.104 2.919
H 1.153 3.886 4.628
H -0.705 5.211 4.915
H -2.245 4.687 4.123
H -1.021 5.404 3.183
H 3.189 1.128 3.578
H 3.174 2.479 2.901
C -1.619 -3.593 6.489
C -2.322 -2.338 5.839
C -2.850 -2.582 4.355
O -1.878 -2.967 3.378
C -0.700 -2.214 3.313
N -3.389 -1.989 6.747
H -1.151 -3.386 7.451
H -0.872 -3.965 5.787
H -2.297 -4.434 6.634
H -1.636 -1.491 5.873
H -3.475 -1.777 3.968
H -3.495 -3.448 4.501
H -0.208 -2.360 2.351
H 0.022 -2.617 4.023
H -0.858 -1.159 3.536
H -4.175 -2.621 6.700
H -3.170 -2.076 7.729
C -0.879 -2.274 -4.508
C 0.463 -1.699 -4.149
O 1.361 -2.776 -3.966
O -0.954 -2.889 -5.792
H -1.620 -1.486 -4.370
H -1.035 -3.036 -3.744
H 0.342 -1.194 -3.190
H 0.832 -0.984 -4.884
H 1.743 -3.054 -4.802
H -0.551 -3.738 -5.596
C -6.274 -0.909 -0.967
C -5.941 -0.216 -2.276
O -5.983 1.163 -2.218
O -5.226 -0.929 -0.021
H -6.545 -1.949 -1.151
H -7.239 -0.546 -0.614
H -6.699 -0.528 -2.995
H -5.046 -0.636 -2.734
H -6.795 1.480 -1.816
H -4.982 -0.022 0.178
C 1.314 -5.181 2.762
C 1.682 -5.178 4.246
O 3.110 -5.072 4.338
O 1.534 -6.488 2.282
H 1.780 -4.372 2.200
H 0.260 -4.921 2.663
H 1.271 -6.059 4.737
H 1.199 -4.303 4.680
H 3.374 -5.144 5.258
H 2.442 -6.799 2.269
C -4.348 -3.860 1.272
C -5.035 -5.258 1.494
O -6.197 -5.412 0.655
O -4.190 -3.570 -0.126
H -3.371 -3.902 1.756
H -4.908 -3.036 1.715
H -5.411 -5.336 2.514
H -4.355 -6.096 1.341
H -5.837 -5.354 -0.233
H -4.280 -2.620 -0.232
C -0.800 -3.972 -0.258
C 0.454 -4.700 -0.551
O 0.658 -4.905 -1.940
O -1.873 -4.880 -0.448
H -0.880 -3.081 -0.881
H -0.739 -3.759 0.809
H 0.499 -5.625 0.024
H 1.388 -4.184 -0.326
H 0.906 -4.073 -2.348
H -2.698 -4.393 -0.386
C -3.592 4.089 -3.952
C -3.164 3.426 -2.619
O -3.134 2.035 -2.665
O -3.563 5.481 -3.825
H -4.581 3.796 -4.302
H -2.878 3.914 -4.757
H -3.840 3.679 -1.803
H -2.185 3.762 -2.278
H -4.019 1.736 -2.443
H -3.941 5.845 -4.630
C 6.540 -1.244 2.706
C 4.940 -1.241 2.848
O 4.537 -0.232 3.782
O 7.119 -0.093 2.028
H 6.793 -2.127 2.119
H 7.099 -1.249 3.642
H 4.605 -2.199 3.246
H 4.336 -1.084 1.954
H 5.044 -0.436 4.571
H 6.748 -0.122 1.143
```

# 2
Formula: C42H122N8O20
Source: OMol25
Level of theory: the ωB97M-V functional and the def2-TZVPD basis

Properties
* charge: 0
* E_LUMO: 0.19 eV
* ΔE to the lowest compared entry with this formula, charge and spin: 0.00 kJ/mol
* Kohn-Sham gap: 0.3370 Eh

Structure (XYZ):
```
192
C42H122N8O20 (the ωB97M-V functional and the def2-TZVPD basis)
C -10.028 5.666 -3.292
C -10.556 4.512 -2.453
C -10.974 3.337 -3.337
O -11.770 3.743 -4.417
C -12.406 2.665 -5.062
N -9.516 4.135 -1.480
H -10.670 5.848 -4.153
H -9.064 5.379 -3.727
H -9.855 6.564 -2.703
H -11.440 4.819 -1.884
H -11.528 2.682 -2.641
H -10.112 2.754 -3.690
H -13.473 2.606 -4.807
H -12.006 1.678 -4.811
H -12.362 2.830 -6.139
H -8.584 4.130 -1.920
H -9.676 3.183 -1.161
C -1.248 0.735 6.344
C -1.324 -0.241 5.183
C -0.479 0.147 3.969
O -0.611 1.476 3.542
C -1.901 1.826 3.120
N -0.860 -1.553 5.708
H -1.842 0.345 7.168
H -1.711 1.678 6.052
H -0.204 0.857 6.630
H -2.339 -0.480 4.852
H -0.707 -0.524 3.121
H 0.571 -0.056 4.202
H -1.821 2.771 2.583
H -2.633 1.835 3.929
H -2.226 1.146 2.313
H -0.593 -2.197 4.969
H -0.024 -1.407 6.270
C -6.800 16.207 1.801
C -7.535 15.347 0.789
C -8.079 14.073 1.419
O -8.599 13.207 0.451
C -9.031 11.995 1.011
N -8.573 16.161 0.140
H -7.419 16.319 2.694
H -6.439 17.130 1.364
H -5.915 15.650 2.131
H -6.878 14.984 -0.009
H -8.875 14.351 2.131
H -7.261 13.587 1.973
H -9.964 12.143 1.559
H -8.273 11.501 1.632
H -9.160 11.308 0.178
H -9.170 16.601 0.852
H -9.313 15.570 -0.257
C -8.003 0.760 -2.292
C -6.755 1.293 -1.604
C -6.110 2.429 -2.410
O -6.765 3.655 -2.216
C -6.339 4.583 -3.201
N -7.208 1.816 -0.263
H -8.361 -0.153 -1.797
H -7.782 0.372 -3.293
H -8.842 1.448 -2.285
H -6.004 0.536 -1.385
H -6.124 2.127 -3.461
H -5.086 2.511 -2.020
H -6.753 5.577 -3.036
H -6.541 4.226 -4.211
H -5.274 4.764 -3.030
H -8.200 1.659 -0.142
H -7.118 2.832 -0.223
C -2.505 4.284 -2.228
C -1.582 3.827 -3.359
C -1.869 4.575 -4.643
O -3.186 4.507 -5.172
C -3.565 3.189 -5.549
N -0.173 4.001 -3.027
H -3.510 4.474 -2.606
H -2.163 5.247 -1.822
H -2.603 3.647 -1.348
H -1.816 2.762 -3.439
H -1.183 4.188 -5.409
H -1.692 5.650 -4.565
H -3.205 2.453 -4.839
H -3.206 3.053 -6.580
H -4.646 3.156 -5.702
H 0.012 5.004 -3.005
H -0.048 3.715 -2.059
C -6.321 8.193 1.140
C -6.029 6.998 0.244
C -5.847 5.747 1.083
O -5.413 4.750 0.204
C -4.734 3.661 0.792
N -7.124 6.782 -0.747
H -7.225 8.085 1.734
H -6.473 9.071 0.502
H -5.415 8.414 1.710
H -5.062 7.147 -0.259
H -6.774 5.496 1.611
H -5.048 5.977 1.799
H -3.900 3.979 1.423
H -4.399 3.024 -0.020
H -5.486 3.123 1.378
H -6.821 7.344 -1.557
H -6.885 5.855 -1.127
C -6.086 12.492 -3.132
C -6.141 11.286 -4.045
C -7.525 10.635 -4.026
O -7.727 9.936 -2.808
C -9.044 9.493 -2.626
N -5.852 11.722 -5.431
H -5.093 12.907 -2.962
H -6.477 12.178 -2.161
H -6.739 13.312 -3.439
H -5.393 10.575 -3.681
H -7.586 9.926 -4.863
H -8.276 11.425 -4.166
H -9.083 8.705 -1.876
H -9.547 9.032 -3.498
H -9.734 10.306 -2.360
H -6.712 12.117 -5.822
H -5.774 10.884 -6.017
C -5.861 7.711 5.138
C -4.445 7.236 4.840
C -3.522 8.387 4.501
O -2.298 7.813 4.065
C -1.452 8.721 3.432
N -3.974 6.479 6.007
H -5.931 8.318 6.049
H -6.597 6.913 5.193
H -6.168 8.437 4.376
H -4.550 6.577 3.974
H -3.274 8.967 5.405
H -3.972 9.075 3.774
H -1.974 9.322 2.677
H -0.591 8.268 2.944
H -1.017 9.451 4.137
H -4.039 7.035 6.861
H -2.954 6.386 5.976
O -9.851 6.587 0.128
H -8.872 6.688 -0.059
H -10.113 5.859 -0.471
O -4.540 0.740 0.953
H -4.817 0.492 1.846
H -5.342 1.106 0.528
C -2.439 -1.239 -1.442
C -1.631 -0.232 -0.668
O -2.208 1.053 -0.497
O -3.708 -1.543 -0.838
H -1.925 -2.198 -1.506
H -2.671 -0.889 -2.455
H -0.688 -0.084 -1.204
H -1.319 -0.632 0.305
H -3.035 0.946 0.021
H -4.006 -0.780 -0.324
C -10.998 7.943 3.058
C -10.301 9.077 2.347
O -10.621 9.112 0.955
O -10.320 6.710 2.940
H -12.031 7.874 2.708
H -11.001 8.123 4.136
H -9.240 9.105 2.612
H -10.716 10.037 2.667
H -10.496 8.215 0.550
H -10.284 6.478 1.994
C -5.211 7.260 -5.778
C -4.869 7.187 -4.302
O -5.907 7.612 -3.472
O -5.803 8.506 -6.088
H -5.885 6.429 -6.031
H -4.348 7.081 -6.422
H -4.004 7.871 -4.220
H -4.468 6.214 -4.026
H -6.328 8.409 -3.824
H -6.663 8.391 -6.495
C -6.962 2.589 4.316
C -5.947 3.698 4.276
O -5.557 4.083 5.593
O -6.392 1.341 4.647
H -7.417 2.525 3.320
H -7.797 2.850 4.972
H -6.343 4.575 3.742
H -5.067 3.325 3.725
H -4.950 4.850 5.536
H -6.571 1.177 5.576
C -4.264 11.273 -0.360
C -3.204 10.306 -0.877
O -1.897 10.887 -0.726
O -4.160 11.398 1.051
H -5.244 10.910 -0.667
H -4.122 12.270 -0.798
H -3.347 10.115 -1.948
H -3.269 9.396 -0.282
H -1.719 11.482 -1.458
H -3.290 11.767 1.244
```

Which value of ΔE to the lowest compared entry with this formula, charge and spin does entry 1 give? 215.62 kJ/mol